Record 1
Below is 13 unconnected molecules or ions with the total composition C4H33NO15, with properties calculated with ωB97M-V/def2-TZVPD.

Summary:
- orbital gap (eV) = 9.28
- energy relative to the best compared isomer or geometry (same formula, charge and spin) (eV) = 1.558
- LUMO (eV) = 0.03

Each line ends with the Löwdin charge.
Atoms and positions in Å:
O -0.817 -0.654 0.851  0.0368
C -0.305 -0.409 -0.235  -0.4066
O -0.860 -0.957 -1.319  0.0748
C 1.141 0.018 -0.551  -0.2649
C 1.199 1.470 -1.095  -0.1014
C 1.934 1.695 -2.425  -0.2406
O 1.086 1.439 -3.509  -0.0989
N 1.992 -0.102 0.600  0.0920
H -1.734 -1.328 -1.046  0.0629
H 1.418 -0.649 -1.355  0.1428
H 0.160 1.643 -1.425  0.0910
H 1.410 2.168 -0.294  0.0833
H 2.265 2.734 -2.469  0.1200
H 2.879 1.136 -2.439  0.1267
H 1.089 0.486 -3.739  0.0525
H 1.928 0.582 1.336  0.0543
H 2.777 -0.719 0.565  0.0594
H 4.196 -2.773 0.752  0.0456
H 2.946 -2.822 1.630  0.0114
O 3.430 -3.320 0.955  -0.0519
H 0.060 -3.781 0.392  -0.0008
H 1.569 -3.521 0.170  -0.0116
O 0.792 -3.961 -0.196  -0.0448
H 1.800 1.664 3.891  0.0509
H 0.525 2.107 2.942  0.0178
O 1.479 1.998 3.057  -0.0550
H -1.496 1.830 1.834  0.0127
H -1.221 3.009 1.014  0.0612
O -1.030 2.677 1.905  -0.0512
H -2.323 -2.087 0.449  0.0383
H -3.036 -3.226 -0.493  0.0806
O -2.784 -2.312 -0.375  -0.0082
H -0.769 2.020 -3.245  0.0344
H -0.529 3.458 -2.927  0.0629
O -1.258 2.846 -3.062  -0.0550
H -0.273 -1.219 -3.106  0.0309
H 0.175 -0.970 -4.601  0.0656
O 0.478 -1.192 -3.714  -0.0363
H 0.301 -3.658 2.351  0.0406
H 0.673 -2.180 2.964  0.0327
O 0.959 -3.019 2.612  -0.0256
H -2.407 0.280 1.262  -0.0192
H -3.601 1.339 1.102  0.0337
O -3.149 0.730 1.686  -0.0532
H -2.770 -1.680 2.955  0.0310
H -1.218 -1.689 2.926  -0.0122
O -1.989 -2.136 3.279  -0.0426
H -2.210 2.266 -1.696  0.0023
H -3.295 1.270 -1.533  0.0404
O -2.778 1.862 -0.993  -0.0636
H 0.734 3.765 1.557  -0.0014
H 2.227 3.322 1.544  0.0227
O 1.552 3.798 1.059  -0.0673

---

Record 2
Below is 5 unconnected molecules or ions with the total composition C8H20Br6O2, with properties calculated with ωB97M-V/def2-TZVPD.

Summary:
- orbital gap (eV) = 10.29
- LUMO (eV) = 0.20
- SMILES = BrCCBr.BrCCBr.BrCCBr.CO.CO

Each line ends with the Löwdin charge.
Atoms and positions in Å:
Br 4.613 -3.165 -0.854  0.6264
C 4.531 -1.920 0.627  -0.7101
C 3.656 -2.308 1.743  -0.6862
Br 1.760 -2.180 1.407  0.7378
H 4.301 -0.991 0.190  0.0330
H 5.505 -1.953 1.133  0.0784
H 3.827 -1.655 2.604  0.0684
H 3.863 -3.329 2.108  0.0729
Br -6.016 3.064 -3.150  0.6296
C -4.306 2.278 -2.687  -0.7313
C -4.106 0.912 -3.226  -0.7724
Br -4.779 -0.547 -2.200  0.6558
H -4.281 2.274 -1.627  0.0328
H -3.567 2.954 -3.080  0.0382
H -3.033 0.752 -3.428  -0.0225
H -4.629 0.830 -4.149  0.0283
Br -1.073 -1.687 -3.789  0.6266
C -0.822 -1.177 -1.914  -0.6701
C 0.068 0.003 -1.817  -0.6688
Br -0.847 1.676 -2.230  0.6969
H -0.488 -2.069 -1.401  0.0526
H -1.823 -0.944 -1.549  0.0146
H 0.915 -0.074 -2.481  0.0550
H 0.335 0.257 -0.822  0.0094
C -1.434 0.230 3.175  -0.1255
O -0.043 -0.119 3.185  -0.1718
H -2.109 -0.573 3.576  0.0901
H -1.619 1.025 3.879  0.0705
H -1.781 0.547 2.159  0.0884
H 0.114 -0.812 2.549  -0.0530
C 2.353 1.587 1.731  -0.2072
O 2.489 0.974 2.957  -0.1363
H 3.182 2.232 1.509  0.0744
H 2.262 0.899 0.888  0.0415
H 1.430 2.157 1.745  0.0821
H 1.552 0.851 3.239  0.0518

---

Record 3
Below is a molecular structure, C2H4F3NO5S2Zn, with properties calculated with ωB97M-V/def2-TZVPD.

Summary:
- orbital gap (eV) = 9.40
- energy relative to the best compared isomer or geometry (same formula, charge and spin) (eV) = 2.139
- LUMO (eV) = -0.74

Each line ends with the Löwdin charge.
Atoms and positions in Å:
N -0.683 0.857 -1.702  -0.4129
S 0.947 0.965 -1.655  0.8981
O 1.382 0.733 -0.108  -0.5658
O 1.564 -0.365 -2.129  -0.4989
S -1.411 -0.513 -1.374  0.6718
O -0.575 -1.498 -0.615  -0.3650
O -2.158 -1.068 -2.493  -0.2628
C -2.714 -0.012 -0.138  -0.7105
F -2.150 0.382 0.986  0.1538
F -3.432 0.974 -0.645  0.1603
F -3.493 -1.053 0.097  0.1635
Zn 1.338 -1.300 -0.336  0.7601
O 1.975 -1.350 1.358  -0.3750
H 2.751 -1.808 1.680  -0.0190
C 1.643 1.026 1.592  0.1217
H 0.552 1.157 1.639  0.1080
H 2.715 0.868 1.757  0.1123
H 1.751 2.005 2.084  0.0602